# 1
Molecular formula: C3H5BrN2
Method: DFT, wB97M-V/def2-TZVPD

Structure (XYZ):
```
11
Properties=species:S:1:pos:R:3:lowdin_charge:R:1
C 0.024 0.239 0.265 -0.11
C -1.285 0.306 -0.052 -0.85
C 1.461 -1.800 0.011 0.17
N 0.186 1.637 0.177 -0.05
N -1.202 1.717 -0.234 -0.05
Br -2.817 -0.759 -0.018 0.69
H 2.208 -1.500 0.716 -0.01
H 0.715 -2.503 0.318 0.00
H 1.654 -1.670 -1.033 0.00
H 0.836 2.015 -0.506 0.11
H -1.779 2.319 0.357 0.11
```

## Properties
- ΔE to the lowest compared entry with this formula, charge and spin (kcal per mole) = 118.5
- HOMO energy (alpha / beta) (Ha) = -0.299 / -0.299
- E (eV) = -76208.1993
- LUMO (alpha / beta) (eV) = -0.45 / -0.49
- frontier orbital gap (alpha / beta) (eV) = 7.7 / 7.6

# 2
Molecular formula: C48H50BrKN11O
Method: DFT, wB97M-V/def2-TZVPD

Structure (XYZ):
```
112
Properties=species:S:1:pos:R:3:lowdin_charge:R:1
K 0.053 -0.199 -0.123 0.62
C -0.857 -3.411 -1.240 -0.18
C -1.659 -3.159 0.054 -0.11
C -2.793 -2.183 -0.140 -0.28
C -4.008 -2.607 -0.675 -0.01
C -5.025 -1.691 -0.867 -0.05
C -4.807 -0.368 -0.513 -0.05
C -3.573 -0.032 0.012 -0.14
N -2.582 -0.907 0.197 0.04
N 0.487 -2.811 -1.176 -0.20
C 1.321 -3.632 -0.305 -0.15
C 2.531 -2.959 0.305 -0.25
C 3.610 -3.750 0.699 -0.01
C 4.671 -3.168 1.367 -0.05
C 4.628 -1.804 1.624 -0.05
C 3.527 -1.096 1.179 -0.17
N 2.500 -1.647 0.526 0.07
C 1.136 -2.720 -2.486 -0.12
C 0.594 -1.708 -3.478 -0.25
C 1.495 -1.052 -4.316 -0.02
C 1.011 -0.228 -5.315 -0.05
C -0.362 -0.076 -5.450 -0.06
C -1.180 -0.742 -4.556 -0.15
N -0.722 -1.537 -3.589 0.11
H -1.376 -2.971 -2.084 0.09
H -0.769 -4.489 -1.448 0.13
H -1.003 -2.774 0.839 0.09
H -2.067 -4.102 0.423 0.12
H -4.144 -3.650 -0.930 0.12
H -5.975 -2.005 -1.279 0.11
H -5.570 0.388 -0.635 0.11
H -3.362 0.993 0.303 0.10
H 1.655 -4.539 -0.833 0.13
H 0.709 -3.983 0.529 0.13
H 3.603 -4.810 0.483 0.12
H 5.515 -3.766 1.683 0.11
H 5.428 -1.299 2.147 0.11
H 3.461 -0.026 1.348 0.11
H 1.144 -3.710 -2.975 0.14
H 2.182 -2.459 -2.310 0.12
H 2.557 -1.185 -4.171 0.10
H 1.692 0.284 -5.983 0.11
H -0.788 0.547 -6.224 0.11
H -2.258 -0.639 -4.614 0.11
C -8.777 11.256 0.446 -0.07
O -7.918 10.856 1.502 -0.07
C -7.070 9.828 1.275 -0.28
C -6.247 9.475 2.347 0.01
C -5.350 8.438 2.215 -0.03
C -5.248 7.727 1.017 -0.16
C -6.072 8.088 -0.042 -0.01
C -6.979 9.130 0.075 0.00
C -4.311 6.617 0.841 -0.26
N -4.196 5.887 -0.245 0.19
C -3.212 4.976 0.036 -0.17
C -2.723 5.154 1.307 -0.13
N -3.437 6.213 1.817 0.18
C -1.697 4.343 1.880 -0.07
C -1.173 4.507 3.170 0.00
C -0.188 3.656 3.601 -0.04
C 0.242 2.645 2.736 -0.14
N -0.234 2.459 1.522 0.12
C -1.183 3.304 1.076 -0.14
C -1.680 3.116 -0.291 -0.16
N -1.132 2.127 -1.018 0.05
C -1.552 1.951 -2.252 -0.14
C -2.559 2.714 -2.854 -0.03
C -3.135 3.721 -2.120 0.01
C -2.691 3.944 -0.809 -0.08
H -9.364 12.082 0.837 0.09
H -9.445 10.443 0.153 0.10
H -8.205 11.594 -0.420 0.10
H -6.334 10.031 3.270 0.12
H -4.731 8.194 3.070 0.10
H -5.995 7.540 -0.971 0.11
H -7.603 9.383 -0.769 0.11
H -3.342 6.629 2.725 0.15
H -1.539 5.296 3.815 0.12
H 0.245 3.746 4.588 0.11
H 1.005 1.947 3.065 0.10
H -1.081 1.145 -2.806 0.08
H -2.864 2.507 -3.870 0.11
H -3.918 4.352 -2.522 0.12
Br -0.591 1.075 6.984 0.78
C -0.455 0.284 5.280 -0.70
C 0.728 -0.316 4.882 -0.11
C 0.783 -0.845 3.602 -0.14
N -0.231 -0.807 2.739 0.04
C -1.364 -0.244 3.154 -0.14
C -1.531 0.317 4.411 -0.10
H 1.582 -0.369 5.542 0.11
H 1.693 -1.322 3.254 0.10
H -2.176 -0.235 2.438 0.09
H -2.470 0.769 4.693 0.11
C 5.193 1.625 -0.960 -0.04
C 4.534 0.955 -2.169 -0.63
C 4.488 1.926 -3.345 -0.04
C 5.320 -0.295 -2.548 -0.04
N 3.164 0.483 -1.897 -0.08
N 2.225 1.428 -1.405 0.00
H 6.193 1.974 -1.218 0.09
H 5.290 0.923 -0.128 0.07
H 4.636 2.500 -0.617 0.07
H 5.497 2.191 -3.663 0.09
H 3.978 2.854 -3.078 0.08
H 3.965 1.474 -4.189 0.08
H 6.364 -0.054 -2.747 0.09
H 4.898 -0.758 -3.441 0.08
H 5.296 -1.028 -1.736 0.08
H 3.191 -0.278 -1.228 0.06
H 1.911 2.004 -2.176 0.08
H 2.642 2.042 -0.707 0.07
```

## Properties
- ΔE to the lowest compared entry with this formula, charge and spin (kcal per mole) = 7.6
- HOMO energy (Ha) = -0.349
- E (eV) = -155392.4011
- LUMO (eV) = -1.94
- frontier orbital gap (eV) = 7.6
- total charge = +1

# 3
Molecular formula: C10H26N4O10V
Method: DFT, wB97M-V/def2-TZVPD

Structure (XYZ):
```
51
Properties=species:S:1:pos:R:3:lowdin_charge:R:1
O 8.127 -24.895 -2.289 -0.23
V 7.040 -24.324 -3.283 0.96
N 8.812 -21.662 -3.231 -0.55
O 7.941 -22.516 -3.700 -0.19
O 9.817 -22.093 -2.656 0.04
O 8.523 -20.505 -3.343 0.06
N 4.844 -26.943 -3.080 -0.56
O 5.783 -26.052 -3.225 -0.18
O 5.003 -27.850 -2.275 0.05
O 3.885 -26.878 -3.838 0.02
C 7.959 -25.451 1.309 -0.09
O 7.101 -25.295 0.201 -0.19
C 5.931 -24.631 0.542 -0.25
C 5.077 -24.456 -0.688 -0.13
N 5.608 -23.524 -1.728 -0.06
C 6.144 -22.263 -1.176 -0.17
C 5.103 -21.457 -0.471 -0.22
O 4.066 -21.278 -1.404 -0.19
C 3.102 -20.356 -0.958 -0.10
H 7.386 -25.774 2.191 0.09
H 8.574 -24.567 1.495 0.09
H 8.642 -26.285 1.121 0.09
H 6.142 -23.665 1.026 0.12
H 5.385 -25.248 1.269 0.14
H 4.077 -24.125 -0.386 0.13
H 4.932 -25.447 -1.118 0.11
H 4.761 -23.265 -2.225 0.08
H 6.414 -21.675 -2.061 0.12
H 7.040 -22.405 -0.579 0.14
H 5.483 -20.470 -0.187 0.14
H 4.730 -21.996 0.414 0.12
H 3.563 -19.373 -0.762 0.09
H 2.602 -20.692 -0.040 0.09
H 2.347 -20.195 -1.723 0.09
C 7.593 -24.754 -7.605 -0.04
C 7.199 -24.268 -6.231 -0.40
C 5.733 -24.239 -6.070 -0.20
O 5.366 -23.804 -4.778 -0.26
C 3.988 -23.454 -4.736 -0.04
N 7.813 -25.129 -5.159 0.03
H 7.541 -25.849 -7.640 0.09
H 8.635 -24.512 -7.813 0.09
H 6.956 -24.346 -8.387 0.09
H 7.690 -23.310 -6.050 0.14
H 5.241 -25.186 -6.339 0.16
H 5.335 -23.542 -6.825 0.14
H 3.740 -23.107 -3.738 0.08
H 3.370 -24.326 -4.949 0.10
H 3.800 -22.617 -5.410 0.11
H 7.536 -26.102 -5.362 0.12
H 8.810 -25.243 -5.363 0.13
```

## Properties
- ΔE to the lowest compared entry with this formula, charge and spin (kcal per mole) = 0.0
- HOMO energy (alpha / beta) (Ha) = -0.340 / -0.340
- E (eV) = -62908.1509
- spin multiplicity = 2
- LUMO (alpha / beta) (eV) = 0.07 / 0.19
- frontier orbital gap (alpha / beta) (eV) = 9.3 / 9.5

# 4
Molecular formula: C6H16O4
Method: DFT, wB97M-V/def2-TZVPD

Structure (XYZ):
```
26
Properties=species:S:1:pos:R:3:lowdin_charge:R:1
C 2.435 -0.718 1.406 -0.10
C 1.876 -1.882 0.573 -0.25
C 0.365 -2.189 0.888 -0.20
C -0.472 -0.988 0.432 -0.23
C -0.828 -1.050 -1.083 -0.07
C -1.869 -0.009 -1.378 -0.50
O -2.671 0.047 -2.263 0.13
O -1.907 1.025 -0.467 0.07
H 2.529 0.152 0.778 0.06
H 3.456 -0.959 1.703 0.07
H 1.910 -0.567 2.342 0.07
H 2.446 -2.804 0.552 0.09
H 1.862 -1.743 -0.536 0.10
H 0.019 -3.031 0.277 0.11
H 0.226 -2.317 1.977 0.11
H -1.382 -1.019 1.041 0.12
H 0.115 -0.079 0.597 0.09
H -1.076 -2.056 -1.390 0.13
H 0.108 -0.722 -1.557 0.13
H -1.471 0.887 0.365 0.05
O 0.223 2.167 3.127 -0.04
H -0.403 1.659 3.623 0.02
H -0.193 2.526 2.347 0.02
O 1.748 2.576 -2.222 -0.06
H 1.463 1.773 -1.752 0.02
H 1.547 3.328 -1.649 0.04
```

## Properties
- ΔE to the lowest compared entry with this formula, charge and spin (kcal per mole) = 22.7
- HOMO energy (Ha) = -0.388
- E (eV) = -14671.0400
- LUMO (eV) = 0.12
- frontier orbital gap (eV) = 10.7
- SMILES string = CCCCCC(=O)O.O.O

# 5
Molecular formula: C7H14O
Method: DFT, wB97M-V/def2-TZVPD

Structure (XYZ):
```
22
Properties=species:S:1:pos:R:3:lowdin_charge:R:1
C 0.124 0.627 -2.507 -0.03
C 0.053 0.941 -1.220 -0.17
C 0.278 0.002 -0.077 -0.24
C 0.021 -1.296 -0.265 -0.10
C 0.233 -2.456 0.633 -0.10
C 0.804 0.752 1.125 -0.19
C 0.614 0.128 2.557 -0.08
H -0.047 1.313 -3.334 0.05
H 0.443 -0.302 -2.972 0.06
H 0.002 1.982 -0.931 0.09
H -0.211 -1.516 -1.302 0.10
H -0.693 -3.001 0.820 0.08
H 0.814 -2.270 1.532 0.06
H 0.905 -3.177 0.145 0.08
H 1.888 0.847 1.011 0.11
H 0.427 1.774 1.136 0.10
H 0.037 0.827 3.162 0.06
H 1.632 0.042 2.919 0.07
H -0.018 -0.748 2.548 0.05
O -2.489 1.604 -1.408 -0.05
H -2.212 1.383 -2.298 0.02
H -2.606 2.546 -1.272 0.04
```

## Properties
- ΔE to the lowest compared entry with this formula, charge and spin (kcal per mole) = 53.3
- HOMO energy (Ha) = -0.305
- E (eV) = -9531.4554
- LUMO (eV) = 0.90
- frontier orbital gap (eV) = 9.2
- SMILES string = C=C/C(=C/C)CC.O

# 6
Molecular formula: C5H15NP
Method: DFT, wB97M-V/def2-TZVPD

Structure (XYZ):
```
22
Properties=species:S:1:pos:R:3:lowdin_charge:R:1
C 0.098 0.748 -1.443 -0.05
C -0.257 1.710 0.808 -0.05
C 2.073 -1.136 -0.176 0.00
C -1.227 -0.940 0.400 -0.35
C 0.211 0.427 0.058 -0.43
N 1.502 -0.036 0.593 0.02
P -2.800 -0.354 -0.377 0.79
H -0.399 -0.135 -1.813 0.06
H 1.158 0.887 -1.808 0.12
H -0.570 1.560 -1.520 0.06
H -1.148 2.144 0.566 0.05
H 0.438 2.427 0.485 0.07
H -0.163 1.595 1.902 0.10
H 1.296 -1.890 -0.006 0.11
H 2.425 -0.891 -1.093 0.07
H 2.947 -1.592 0.255 0.11
H -1.390 -1.179 1.490 0.06
H -0.759 -1.763 -0.206 0.04
H 1.528 -0.424 1.555 0.20
H 2.189 0.780 0.647 0.22
H -3.808 -0.411 0.612 -0.10
H -3.345 -1.527 -0.930 -0.10
```

## Properties
- ΔE to the lowest compared entry with this formula, charge and spin (kcal per mole) = 61.8
- HOMO energy (Ha) = -0.462
- E (eV) = -16197.4319
- LUMO (eV) = -3.39
- frontier orbital gap (eV) = 9.2
- total charge = +1